Formula: C9H9O3Se3TeW
Source: the Open Molecules 2025 dataset
Level of theory: wB97M-V/def2-TZVPD

* ⟨S²⟩: 2.039
* net charge: +1
* 2S+1: 3
* HOMO-LUMO gap (spin up / spin down): 6.838 / 6.417 eV
* electronic energy: -8113.24184 Ha
* molecular weight: 713.49 g mol⁻¹

Each line ends with the Löwdin charge.
Element x y z (Å)
W 0.49 3.28 0.86  0.513
Se 0.91 4.97 -2.46  0.150
Se 1.79 5.31 -0.24  -0.034
Te -0.77 5.55 0.37  0.512
Se 1.17 2.86 2.98  0.292
C -2.59 -3.85 0.59  -0.059
O -2.73 -2.45 0.73  -0.043
C -1.60 -1.70 0.54  -0.200
C -0.40 -2.24 0.01  -0.008
C 0.62 -1.42 -0.23  0.030
C 0.56 0.05 -0.02  -0.066
C 1.57 0.89 -0.51  -0.279
C 2.77 0.57 -1.35  0.033
O 1.58 2.21 -0.41  -0.336
C -0.69 0.49 0.47  -0.364
O -0.86 1.75 0.69  -0.252
C -1.68 -0.35 0.85  0.081
H -3.59 -4.22 0.69  0.093
H -1.92 -4.22 1.34  0.099
H -2.20 -4.09 -0.47  0.125
H -0.35 -3.27 -0.34  0.115
H 1.53 -1.81 -0.67  0.118
H 3.53 1.33 -1.09  0.111
H 2.46 0.73 -2.38  0.113
H 3.06 -0.47 -1.18  0.083
H -2.66 0.09 1.21  0.173